# 1
{"formula": "C16H49N11O7", "method": "ωB97M-V/def2-TZVPD", "molar_mass_g_mol": 507.64, "total_energy_ev": -48101.03904, "spin_multiplicity": 2, "homo_ev": [-11.201, -11.201], "charge": 1, "gap_ev": [9.1, 2.4], "elements": ["C", "C", "C", "O", "C", "N", "H", "H", "H", "H", "H", "H", "H", "H", "H", "H", "H", "C", "C", "C", "O", "C", "N", "H", "H", "H", "H", "H", "H", "H", "H", "H", "H", "H", "C", "C", "C", "O", "C", "N", "H", "H", "H", "H", "H", "H", "H", "H", "H", "H", "H", "C", "O", "N", "N", "H", "H", "H", "H", "C", "O", "N", "N", "H", "H", "H", "H", "C", "O", "N", "N", "H", "H", "H", "H", "C", "O", "N", "N", "H", "H", "H", "H"], "xyz": [[3.65892, 1.13643, -4.15174], [2.47691, 0.69810, -3.27130], [3.08416, -0.19054, -2.18023], [3.62282, -1.56035, -2.43761], [2.61994, -2.38108, -3.03951], [1.98318, 1.99440, -2.75541], [3.35721, 1.80942, -4.95433], [4.10879, 0.23085, -4.55872], [4.39655, 1.75247, -3.63744], [1.59881, 0.23648, -3.72290], [2.24015, -0.31903, -1.50256], [3.86959, 0.42740, -1.74511], [2.95604, -3.41184, -3.15206], [2.18376, -1.93175, -3.93168], [1.74716, -2.38208, -2.38655], [1.66566, 1.68945, -1.84641], [2.65388, 2.72861, -2.57875], [-3.55061, -3.08555, 3.68393], [-2.46153, -2.00053, 3.87662], [-0.90605, -2.52108, 3.68056], [-0.69438, -2.96304, 2.31948], [0.62425, -3.49317, 2.06301], [-2.52098, -1.00664, 2.81408], [-3.27844, -3.97221, 4.25653], [-3.60745, -3.43260, 2.65222], [-4.54554, -2.69825, 3.90349], [-2.57365, -1.51660, 4.84686], [-0.54261, -3.20916, 4.44382], [-0.18538, -1.70398, 3.71341], [0.61222, -3.79508, 1.01572], [0.87181, -4.39798, 2.61811], [1.50731, -2.85730, 2.12607], [-1.90288, -1.38665, 2.11149], [-3.42304, -1.08621, 2.36680], [-0.66444, 2.03811, 6.43823], [-0.38011, 1.89188, 4.92153], [0.93866, 1.04036, 4.49047], [1.29478, 1.34382, 3.17111], [2.25600, 0.55734, 2.48606], [-1.69064, 1.53245, 4.32528], [-1.26827, 2.89639, 6.73292], [0.21467, 2.11917, 7.07754], [-1.03141, 1.12356, 6.90410], [-0.30269, 2.88639, 4.48215], [0.69572, -0.02057, 4.54976], [1.63981, 1.33336, 5.27190], [1.79216, -0.42897, 2.47369], [3.31432, 0.62765, 2.73732], [2.31100, 0.75116, 1.41484], [-1.52006, 1.78856, 3.36330], [-1.75368, 0.52640, 4.26217], [0.19749, 4.84989, -1.80677], [0.82859, 4.63773, -0.77442], [-0.43286, 5.96201, -1.97694], [0.19162, 4.14275, -2.85828], [-1.11186, 5.94652, -2.72448], [-0.55280, 6.52296, -1.14565], [-0.27930, 4.33612, -3.73061], [0.63459, 3.24922, -2.69864], [-1.07309, -3.27773, -3.54646], [-1.33723, -2.40219, -4.39702], [-0.50034, -4.40984, -3.89129], [-1.30532, -3.17506, -2.22124], [-0.38867, -4.58364, -4.87994], [-0.32195, -5.14128, -3.21804], [-1.04201, -3.93327, -1.60814], [-1.85028, -2.39884, -1.87397], [-0.88228, 0.15990, -0.14375], [-1.37802, -0.54452, -0.98677], [-0.21208, -0.27931, 0.89838], [-0.89010, 1.48099, -0.28267], [-0.32341, -1.27953, 0.98358], [0.02959, 0.27806, 1.70525], [-1.14929, 1.92095, -1.15408], [-0.70487, 1.97609, 0.57794], [-1.69621, 1.62829, -4.44694], [-1.79756, 2.67839, -5.01171], [-2.34324, 1.26680, -3.33442], [-1.00669, 0.60135, -4.94822], [-2.09038, 0.35484, -2.98159], [-3.14771, 1.67759, -2.88257], [-1.06730, -0.33342, -4.57057], [-0.48907, 0.68026, -5.81190]]}

=====

# 2
{"formula": "C2H4NOP", "method": "ωB97M-V/def2-TZVPD", "de_lowest_kcal_mol": 15.07, "molar_mass_g_mol": 89.03, "total_energy_ev": -14960.75036, "spin_multiplicity": 3, "homo_ev": [-5.851, -10.994], "charge": 0, "gap_ev": [6.3, 10.1], "elements": ["C", "C", "N", "O", "P", "H", "H", "H", "H"], "xyz": [[-0.39648, -1.83828, -0.10785], [0.76036, 0.98224, -0.10646], [-1.24030, -1.01630, 0.10176], [-0.62158, 1.39063, 0.16722], [-1.92331, 0.44667, -0.06811], [0.80007, -0.04084, 0.28421], [0.14632, -2.54964, 0.43812], [1.52090, 1.68349, 0.51290], [0.95402, 0.94203, -1.22179]]}

=====

# 3
{"formula": "H6N2Si", "method": "ωB97M-V/def2-TZVPD", "de_lowest_kcal_mol": 23.37, "molar_mass_g_mol": 62.15, "total_energy_ev": -10952.72916, "homo_ev": -9.056, "smiles": "NN[SiH3]", "charge": 0, "gap_ev": 10.0, "elements": ["N", "N", "Si", "H", "H", "H", "H", "H", "H"], "xyz": [[0.33576, 0.36980, 1.63813], [0.63176, -0.22983, 0.34561], [-0.23149, -0.22679, -1.19659], [-0.79115, 0.33830, 1.81368], [0.60003, 1.34937, 1.58444], [1.36990, -0.96656, 0.38610], [-1.15932, -1.36061, -1.58270], [0.93316, 0.09095, -2.03508], [-1.68865, 0.63535, -0.95357]]}

=====

# 4
{"formula": "C28H59FN2O12Si", "method": "ωB97M-V/def2-TZVPD", "molar_mass_g_mol": 662.87, "total_energy_ev": -68127.20656, "homo_ev": -8.559, "smiles": "C[C@@H](C[Si@@](CON=O)(CC(=O)F)N=C=O)OCc1ccccc1.CCO.CCO.CCO.CCO.CCO.CCO.CCO", "charge": 0, "gap_ev": 8.3, "elements": ["C", "C", "C", "Si", "C", "O", "N", "O", "C", "C", "O", "F", "N", "C", "O", "O", "C", "C", "C", "C", "C", "C", "C", "H", "H", "H", "H", "H", "H", "H", "H", "H", "H", "H", "H", "H", "H", "H", "H", "H", "C", "C", "O", "H", "H", "H", "H", "H", "H", "C", "C", "O", "H", "H", "H", "H", "H", "H", "C", "C", "O", "H", "H", "H", "H", "H", "H", "C", "C", "O", "H", "H", "H", "H", "H", "H", "C", "C", "O", "H", "H", "H", "H", "H", "H", "C", "C", "O", "H", "H", "H", "H", "H", "H", "C", "C", "O", "H", "H", "H", "H", "H", "H"], "xyz": [[-0.43864, -2.33191, 3.04541], [-0.24354, -2.63738, 1.44517], [1.38252, -2.68367, 1.22790], [2.04317, -0.86191, 1.41428], [2.33574, -0.39641, 3.28604], [1.19973, 0.30253, 3.88570], [1.20228, 1.62688, 3.60335], [0.03961, 1.95882, 3.56653], [3.69259, -0.59821, 0.40373], [3.98019, 0.98815, 0.36926], [4.27937, 1.55713, -0.72137], [3.89895, 1.84355, 1.51570], [0.88703, 0.36927, 0.78826], [0.71541, 0.24480, -0.51212], [0.10839, -0.03043, -1.58377], [-0.88058, -3.91711, 1.20692], [-2.14277, -3.78396, 0.50996], [-3.15619, -2.71187, 1.14585], [-3.35720, -1.37867, 0.30797], [-4.25757, -0.18958, 0.75351], [-5.00608, -0.34954, 2.13562], [-4.82786, -1.67708, 2.96550], [-3.90996, -2.87365, 2.51194], [0.54441, -2.51931, 3.63383], [-1.22882, -3.06905, 3.45856], [-0.84681, -1.27103, 3.17544], [-0.61208, -1.78037, 0.78264], [1.67715, -3.13714, 0.21223], [1.82574, -3.33986, 2.05493], [2.45344, -1.38739, 3.86610], [3.24785, 0.29705, 3.39455], [3.46767, -0.92846, -0.67956], [4.52881, -1.20729, 0.89858], [-2.04962, -3.57989, -0.61775], [-2.67017, -4.81523, 0.60350], [-2.78066, -1.26802, -0.69062], [-4.34708, 0.74869, 0.08837], [-5.64553, 0.53855, 2.47225], [-5.36959, -1.78226, 3.97978], [-3.75959, -3.82719, 3.13779], [4.59406, 2.85670, -3.93902], [4.31653, 1.69103, -4.86033], [4.62139, 0.46660, -4.20324], [5.64241, 2.85965, -3.62804], [4.36946, 3.80771, -4.42829], [3.99091, 2.77632, -3.03023], [4.93430, 1.75699, -5.75886], [3.26480, 1.67409, -5.16507], [4.06425, 0.41303, -3.41444], [-1.36657, 1.60018, -5.09058], [-0.18003, 2.50796, -5.33325], [0.10236, 3.26505, -4.16188], [-2.24860, 2.18393, -4.81314], [-1.59712, 1.01538, -5.98440], [-1.16584, 0.91404, -4.26196], [-0.39134, 3.20576, -6.14632], [0.70829, 1.92662, -5.59946], [0.29667, 2.63956, -3.45024], [2.48884, -0.14416, -9.31547], [1.83063, 0.89054, -8.42484], [0.55173, 0.43480, -8.00399], [1.86872, -0.34475, -10.19334], [3.47239, 0.19620, -9.64854], [2.60624, -1.09348, -8.78441], [1.69597, 1.82940, -8.96641], [2.44047, 1.08798, -7.53726], [0.68221, -0.39093, -7.51772], [6.96624, 3.09393, -0.56724], [8.04495, 2.28086, -1.25447], [9.27410, 2.99807, -1.25922], [6.82655, 4.05260, -1.07451], [6.01452, 2.55525, -0.56211], [7.24975, 3.31826, 0.46606], [7.76837, 2.07765, -2.29140], [8.19835, 1.32410, -0.74430], [9.51703, 3.16630, -0.33875], [7.04348, -1.41631, 4.86690], [6.06305, -0.27019, 4.71719], [4.72919, -0.76679, 4.67392], [6.94289, -2.11858, 4.03479], [8.07207, -1.04893, 4.89594], [6.84462, -1.97840, 5.78420], [6.25113, 0.27518, 3.78943], [6.15016, 0.43053, 5.55319], [4.56729, -1.24039, 5.50200], [-9.15671, -2.34664, 2.00485], [-8.92483, -2.93738, 3.38141], [-7.74002, -2.39969, 3.95307], [-8.30727, -2.55733, 1.34912], [-10.06296, -2.75677, 1.55139], [-9.25309, -1.25941, 2.06227], [-8.80733, -4.02155, 3.31674], [-9.76655, -2.72018, 4.04732], [-7.85486, -1.43861, 4.01598], [-9.19614, 2.55146, 4.42048], [-9.45422, 1.38395, 3.48938], [-9.14900, 0.15719, 4.14385], [-8.15171, 2.56080, 4.74377], [-9.42152, 3.50046, 3.92818], [-9.80858, 2.46926, 5.32334], [-8.82515, 1.45822, 2.59952], [-10.50109, 1.36141, 3.17115], [-9.71552, 0.09389, 4.92532]]}